Below is a molecular structure, C25H34NOOsSi, with properties calculated with ωB97M-V/def2-TZVPD.

```
63
Properties=species:S:1:pos:R:3:forces:R:3:mulliken_charge:R:1
C -2.764202 -2.045406 -0.597200 -2.34 -0.85 -0.86 -0.36
C -2.927981 -0.706480 -0.168712 -2.13 0.37 -0.69 -1.59
C -2.031970 0.114557 -0.893808 -1.59 1.53 -1.94 0.24
H -3.638410 -0.358644 0.567583 0.10 -0.10 -0.05 0.58
C -1.300617 -0.724016 -1.773681 -0.23 1.25 -1.92 0.28
C -1.754266 -2.055795 -1.590128 -0.31 -1.46 -1.07 -1.41
H -0.555353 -0.399175 -2.490147 -0.08 -0.06 0.16 0.74
C -0.552925 -2.408118 2.778905 0.13 -0.05 0.65 -1.55
C -1.739813 -1.797953 2.268305 0.12 0.30 0.22 -0.85
C -1.458410 -0.382622 2.084718 0.53 -0.13 0.84 -1.16
H -2.726415 -2.249213 2.231359 0.25 0.07 0.11 0.64
C -0.071534 -0.183652 2.441194 -0.47 -0.21 0.49 -0.21
C 0.443054 -1.415983 2.918916 -0.25 0.10 0.07 -0.37
H -1.943090 1.190265 -0.828239 0.03 0.01 0.06 0.42
H -1.409313 -2.926481 -2.134738 -0.09 0.19 0.07 0.78
H -3.303147 -2.914686 -0.233431 0.08 0.26 -0.07 0.41
H 1.432223 -1.535150 3.361297 -0.38 -0.11 -0.34 0.64
H -2.178963 0.423548 1.983722 0.20 -0.27 0.15 0.80
H -0.456078 -3.447932 3.082820 -0.07 0.27 -0.18 0.56
Os -0.919142 -1.291024 0.190892 5.86 -0.95 4.37 1.34
C 0.679665 1.106786 2.272406 0.11 0.23 -0.33 2.94
C 1.844684 1.150998 3.270506 0.06 0.14 0.10 -1.97
C -0.232687 2.324409 2.510162 0.11 -0.11 0.11 -1.85
H 1.449403 1.072920 4.292318 0.10 -0.12 -0.21 0.41
H 2.375229 2.100268 3.155044 -0.16 -0.47 0.25 0.56
H 2.553828 0.335874 3.088451 -0.04 0.14 0.09 0.35
H -0.688962 2.252949 3.506389 0.05 0.10 -0.24 0.40
H -1.025640 2.394637 1.754548 0.08 0.03 0.12 0.28
H 0.374543 3.236133 2.466446 -0.20 -0.19 0.00 0.48
C 1.134102 1.103333 0.777480 0.09 -0.14 -0.13 -0.06
C 2.043475 2.248198 0.406711 0.74 1.11 0.59 0.08
H 0.244360 1.153272 0.126665 0.18 -0.15 0.12 -0.43
H 1.699676 0.180078 0.547631 -0.27 0.17 0.03 -0.17
O 2.622610 2.858212 1.295374 0.04 0.14 -0.84 -0.67
N 2.234981 2.604393 -0.896505 0.07 -0.54 -0.15 -0.07
C 1.574138 2.056683 -2.068593 0.03 0.07 0.25 -0.42
H 2.937234 3.321659 -1.039346 -0.22 -0.11 0.19 0.31
C 0.217973 2.686971 -2.335777 -0.20 0.24 -0.06 0.67
C -0.502217 2.253522 -3.453887 -0.17 0.09 0.29 -0.31
H -0.038043 1.514712 -4.113951 -0.27 0.18 0.09 0.48
C -1.777993 2.757533 -3.708334 0.17 -0.01 0.01 -0.64
H -2.334890 2.383322 -4.569370 0.11 0.22 0.25 0.41
C -2.323801 3.736602 -2.869131 0.11 -0.10 0.10 -0.56
H -3.315422 4.139061 -3.076901 0.27 -0.11 0.06 0.40
C -1.590815 4.204098 -1.774635 0.21 -0.20 -0.12 -0.64
H -1.994247 4.977005 -1.118619 0.06 -0.20 -0.26 0.42
C -0.314665 3.685922 -1.509659 -0.17 -0.22 -0.19 -0.28
H 0.273158 4.070098 -0.671669 -0.26 -0.15 -0.26 0.46
H 1.453367 0.964473 -1.951492 0.11 0.30 -0.06 -0.44
H 2.232979 2.215836 -2.934765 -0.18 -0.12 0.26 0.59
C 2.408684 -2.955213 0.949771 -0.21 0.18 -0.01 -1.15
Si 0.876285 -2.996152 -0.176291 0.56 -1.24 -0.16 0.73
C 1.532245 -2.806247 -1.956859 -0.19 0.18 0.24 -1.25
C 0.116743 -4.740419 -0.014001 0.07 0.29 -0.04 -1.16
H 2.815322 -1.937274 1.032106 0.02 -0.26 0.05 0.29
H 3.188340 -3.603838 0.518609 -0.26 0.20 0.05 0.48
H 2.178713 -3.323680 1.958536 0.08 0.10 -0.28 0.33
H 2.312750 -3.558418 -2.141384 -0.19 0.18 0.07 0.43
H 0.743754 -2.941292 -2.706611 0.21 0.02 0.05 0.33
H 1.976316 -1.811048 -2.096050 -0.03 -0.20 -0.06 0.29
H 0.860436 -5.502406 -0.293944 -0.19 0.21 0.08 0.38
H -0.203416 -4.937709 1.018058 0.07 0.02 -0.24 0.29
H -0.755845 -4.862301 -0.669066 0.15 -0.05 0.13 0.31
```
Forces are in eV/Å.

Kohn-Sham gap (alpha / beta)   7.6 / 6.3 eV
⟨S²⟩   6.022
Spin multiplicity   5
Net charge   +1


Below is a gas-phase ion, C7H5NO2S2 (charge -2), with properties calculated with ωB97M-V/def2-TZVPD.

```
17
Properties=species:S:1:pos:R:3:forces:R:3:mulliken_charge:R:1
C -1.794754 0.525535 0.349109 -0.20 0.10 -0.09 -0.38
C -1.020821 1.062682 1.292198 -0.72 -0.04 -0.03 -0.25
C 0.941756 0.546147 0.261256 2.19 0.26 0.49 0.27
C 2.540843 0.820627 0.026638 -2.14 -0.23 0.34 0.15
C 0.125928 -1.850052 0.191610 0.05 0.04 0.23 0.20
C -1.160778 -0.031137 -0.893615 -0.06 0.09 -0.12 -0.73
C 0.266208 -0.496371 -0.566816 -0.16 -0.07 -0.13 0.20
N 0.344854 1.239858 1.154045 0.93 0.08 -0.04 -0.74
O 3.407633 0.418637 0.775907 -0.13 -0.27 0.37 -0.62
O 0.103544 -1.920199 1.410023 0.16 0.43 0.17 -0.62
S 2.693301 1.760468 -1.369183 0.27 0.58 -0.93 -0.61
S -0.100243 -3.160382 -0.867027 -0.18 -1.09 -0.72 -0.59
H -2.874228 0.474279 0.449975 0.02 0.04 0.16 0.31
H -1.419335 1.448654 2.226755 -0.14 -0.06 -0.05 0.38
H -1.735851 -0.886516 -1.266734 0.17 0.11 0.00 0.31
H -1.142864 0.734445 -1.685822 0.04 -0.08 0.06 0.29
H 0.824812 -0.686674 -1.488327 -0.12 0.10 0.30 0.44
```
Forces are in eV/Å.

Kohn-Sham gap   6.3 eV
Net charge   -2


Below is 2 unconnected molecules or ions with the total composition C6H14O, with properties calculated with ωB97M-V/def2-TZVPD.

```
21
Properties=species:S:1:pos:R:3:forces:R:3:mulliken_charge:R:1
C 0.269131 0.898911 -2.392857 -1.38 -0.28 -1.67 -1.65
C 0.193476 1.487957 -1.008063 -1.94 1.29 0.95 -1.65
C -0.288673 0.819568 0.262771 1.46 0.22 -0.31 1.03
C 0.626006 0.551307 1.211287 0.58 -0.92 2.01 0.92
C 0.223141 -0.471515 2.391876 -2.55 0.74 -0.45 -1.13
C -1.778210 0.501087 0.324055 -0.11 0.03 -0.76 -2.74
H 1.242437 0.451746 -2.542893 0.30 -0.07 -0.07 0.54
H 0.121288 1.702351 -3.161040 0.40 -0.34 0.58 0.14
H -0.437456 0.132273 -2.736678 -0.17 0.06 0.62 0.79
H 1.163467 1.849542 -0.987470 2.23 0.60 1.34 -0.04
H -0.368427 2.422936 -0.878077 -0.40 0.20 -1.27 0.68
H 1.719424 1.000376 1.217740 -2.39 -1.32 -0.47 0.29
H -0.414543 0.118019 3.241409 1.40 -1.52 -1.88 0.27
H -0.537871 -1.296175 1.848676 2.08 1.93 1.71 0.18
H 1.039952 -1.027686 2.908205 -0.36 0.60 -0.65 0.56
H -1.833328 -0.155533 -0.553371 -0.89 -0.05 0.06 0.47
H -2.635466 1.321772 0.237189 2.26 -1.22 0.19 0.53
H -1.940595 -0.113396 1.199947 -0.50 0.10 0.09 0.08
H 1.416017 -3.292918 -0.922925 -0.02 -0.28 -0.05 0.58
H 0.999928 -3.109344 0.450759 -0.97 2.50 2.39 0.36
O 1.220304 -3.791278 -0.110540 0.96 -2.26 -2.35 -1.23
```
Forces are in eV/Å.

Kohn-Sham gap (alpha / beta)   3.0 / 9.1 eV
Energy relative to the best compared isomer or geometry (same formula, charge and spin)   199.97 kJ/mol
⟨S²⟩   0.751
Spin multiplicity   2
Net charge   -1